Entry 1:
21
Properties=species:S:1:pos:R:3:forces:R:3:lowdin_spin:R:1 method="wB97M-V/def2-TZVPD" homo_ev="-6.484 / -8.648" gap_ev="6.445 / 6.650" multiplicity=3
C -0.386921 0.980055 1.252087 -0.259 0.355 -0.792 0.05
C -0.148297 1.973006 0.052670 4.432 -3.982 1.202 0.08
C -1.519742 -0.048030 1.007862 2.027 -2.510 3.305 0.08
C 1.194383 -0.984444 -1.576091 0.382 0.928 4.130 0.11
C 0.281596 1.207611 -1.129614 -2.388 0.920 -1.307 0.56
C -1.216168 -1.415565 0.333381 -3.536 1.462 -2.178 0.65
N 1.353022 0.370179 -1.046615 -0.878 -1.777 -1.977 0.20
O 0.402755 -3.369401 -0.311325 -0.652 -0.302 0.279 0.01
O 1.174744 -1.499778 1.186636 -1.113 -0.888 -1.007 0.01
S 0.328937 -1.987461 0.083241 4.170 0.392 -1.228 0.11
I 2.916036 0.736052 0.099258 1.181 0.570 0.313 0.02
H 0.496931 0.503248 1.586529 0.730 -0.292 0.347 0.00
H -0.696634 1.698193 1.977532 -0.475 0.005 1.194 0.00
H -1.037473 2.388722 0.032258 -3.976 2.879 -1.136 0.00
H 0.687445 2.598564 0.342354 -0.217 0.764 0.357 0.02
H -1.964371 -0.317633 2.078176 0.646 0.498 -2.168 0.04
H -2.212051 0.451238 0.460017 -2.635 1.075 -1.585 0.00
H 0.674051 -1.081713 -2.502927 -0.482 -0.023 -0.395 0.00
H 2.181649 -1.432008 -1.491266 -0.249 -0.613 -0.453 0.01
H -0.536110 1.004359 -1.884722 1.447 -0.191 0.612 0.03
H -1.973785 -1.775189 -0.549443 1.844 0.731 2.489 0.02



Entry 2:
19
Properties=species:S:1:pos:R:3:forces:R:3:lowdin_charge:R:1 method="wB97M-V/def2-TZVPD" homo_ev=-3.093 gap_ev=6.262 charge=-1
C -1.535397 2.489818 -0.103615 -0.871 -3.525 -0.241 -0.64
C 0.434542 -1.759810 0.753892 1.205 1.643 -3.361 -0.09
C 1.352931 0.611981 0.520950 0.952 -1.014 -1.581 -0.09
C 0.417908 -0.607925 -1.493317 -1.200 -1.449 1.952 -0.11
C -1.083762 0.410243 0.325724 -0.378 0.199 1.645 -0.60
C 0.220337 -0.353528 0.046296 0.064 0.228 0.255 -0.73
O -2.689180 2.372647 -0.285731 -1.296 1.357 -0.147 -0.02
O -0.499471 3.007048 -0.027889 2.151 2.254 0.211 0.08
I -2.882512 -0.717682 -0.239693 0.044 -0.333 -0.050 0.60
H 1.375557 -2.151594 0.260790 -0.923 -0.075 0.704 0.08
H -0.412406 -2.334450 0.471669 -0.637 -0.898 0.099 0.01
H 0.593064 -1.672814 1.772362 0.077 0.106 2.151 0.04
H 1.415529 1.563669 -0.080221 -0.127 -1.146 0.544 0.08
H 2.278863 -0.052005 0.325099 -0.815 1.450 0.660 0.09
H 1.240175 0.883579 1.565122 0.142 -0.113 0.229 0.06
H -0.048471 0.268521 -1.961955 1.412 0.113 -0.596 0.08
H 1.457667 -1.078945 -1.570543 -1.236 1.402 -0.874 0.09
H -0.333097 -1.399772 -1.745668 0.732 0.246 0.063 0.03
H -1.302270 0.521022 1.466733 0.704 -0.444 -1.662 0.04



Entry 3:
20
Properties=species:S:1:pos:R:3:forces:R:3:lowdin_spin:R:1 method="wB97M-V/def2-TZVPD" homo_ev="-11.001 / -13.997" gap_ev="7.428 / 9.431" charge=+1 multiplicity=2
O 1.703212 -0.873174 0.562470 1.283 0.169 -1.673 0.08
Mg 3.932028 0.507997 0.363586 -0.552 -0.019 -0.132 0.71
O 2.120360 0.907143 -0.677741 0.910 0.369 -1.367 0.15
C 1.445315 -0.074841 -0.381207 -0.599 0.617 3.277 0.04
O 0.110861 -0.198434 -0.713947 1.261 -0.609 -0.181 0.01
C -0.667571 1.020935 -0.993555 -0.236 0.197 -0.082 0.00
H -1.510896 0.640213 -1.577514 0.188 0.207 0.050 0.00
H -0.010975 1.650795 -1.599390 -0.186 -0.122 0.014 0.00
C -1.098456 1.693891 0.266057 -0.183 0.267 0.156 0.00
C -0.778106 2.954762 0.553781 -0.014 -0.195 -0.046 0.00
H -1.788642 1.139567 0.908008 0.153 0.220 -0.175 0.00
H -1.215577 3.464233 1.413537 0.241 -0.177 -0.201 0.00
H -0.092118 3.526080 -0.075629 -0.251 -0.128 0.125 0.00
C -0.206983 -1.469644 0.569292 -3.543 -1.973 1.820 0.01
C -0.183634 -2.809627 -0.116722 0.245 0.463 -0.615 0.00
H 0.020796 -1.526911 1.634983 1.134 0.340 -0.398 0.00
H -1.223249 -1.071980 0.672003 0.044 0.156 -0.935 0.00
H 0.821893 -3.057759 -0.478086 -0.289 -0.078 0.212 0.00
H -0.488736 -3.560258 0.624121 0.145 0.201 -0.020 0.00
H -0.889527 -2.862986 -0.954039 0.248 0.095 0.170 0.00



Entry 4:
17
Properties=species:S:1:pos:R:3:forces:R:3:lowdin_charge:R:1 method="wB97M-V/def2-TZVPD" homo_ev=-14.060 gap_ev=8.599 charge=+1
C 2.469039 -0.210420 -0.125672 -0.450 -0.295 0.052 0.01
C 1.196694 -0.224241 0.097665 0.387 0.282 -0.049 0.02
C 3.734355 -0.304052 -0.332422 0.482 -0.024 -0.014 0.11
C -0.029851 -0.176090 0.346374 0.395 1.172 -0.058 0.03
C -2.180299 -1.125217 -0.464028 0.010 -0.014 -0.047 -0.07
C -1.289184 -0.739598 0.719286 -0.896 -0.311 0.085 -0.23
N -0.558937 1.995755 0.068347 0.214 -1.281 0.059 0.14
H 4.356155 0.527425 -0.625009 -0.068 0.297 -0.070 0.10
H 4.254583 -1.244744 -0.199843 -0.128 -0.185 0.039 0.11
H -2.583859 -0.245202 -0.959677 -0.021 0.035 -0.049 0.08
H -3.009997 -1.727783 -0.103682 -0.060 0.021 -0.013 0.09
H -1.621852 -1.708954 -1.192960 -0.015 -0.016 -0.013 0.09
H -1.825731 -0.078468 1.404588 0.153 -0.097 0.081 0.13
H -1.032479 -1.643841 1.288354 0.078 0.093 0.036 0.15
H -1.530357 2.066135 -0.206508 -0.011 0.183 -0.024 0.08
H 0.045371 2.359825 -0.656038 -0.036 0.085 -0.055 0.08
H -0.393645 2.479466 0.941224 -0.034 0.056 0.040 0.09



Entry 5:
17
Properties=species:S:1:pos:R:3:forces:R:3:lowdin_charge:R:1 method="wB97M-V/def2-TZVPD" homo_ev="-13.269 / -13.269" gap_ev="6.957 / 6.958" charge=+1
C -1.465839 -1.553515 0.204270 -0.584 0.713 0.768 -0.05
C -1.477668 -0.255649 0.811325 -1.713 -1.758 -0.310 0.07
C -0.399403 -2.141814 -0.394056 -0.106 0.091 0.586 0.02
C 0.670374 -2.666354 -0.883551 -0.336 1.246 -1.124 0.11
C -0.524892 0.840921 0.721438 -0.323 -0.415 -1.448 -0.23
C 1.175812 2.285562 -0.295734 -0.874 0.797 -0.305 -0.10
N 0.318675 1.058494 -0.414371 1.873 -0.897 -1.622 -0.10
H -2.456882 -2.071251 0.355072 1.302 0.209 -0.725 0.15
H -2.429961 -0.167433 1.451817 1.781 0.480 -0.770 0.17
H 1.286726 -3.489934 -0.578161 0.041 -0.145 0.645 0.10
H 1.013299 -2.145285 -1.804318 -0.365 -0.613 0.183 0.12
H -0.986247 1.772816 1.012793 -0.003 0.242 0.247 0.14
H 0.025700 0.431020 1.553801 0.903 -0.069 1.714 0.17
H 1.866980 2.165411 0.526856 0.070 0.390 0.497 0.07
H 1.792374 2.377628 -1.177935 0.044 -0.292 -0.390 0.07
H 0.628739 3.313882 -0.275357 0.451 -2.141 0.354 0.12
H 0.962212 0.245501 -0.813889 -2.161 2.161 1.699 0.16



Entry 6:
17
Properties=species:S:1:pos:R:3:forces:R:3:lowdin_charge:R:1 method="wB97M-V/def2-TZVPD" homo_ev=-14.824 gap_ev=11.723 charge=+1
C 3.142096 0.199552 0.549159 -0.906 -0.650 0.720 0.02
C 2.934693 0.643056 -0.547801 0.783 -0.493 1.196 0.03
C -1.012488 0.821859 -1.122259 -0.968 1.194 1.045 0.01
C -1.967880 0.811152 0.160137 -2.700 0.106 -2.291 -0.01
C -0.854263 -1.636897 0.135507 -0.246 0.224 1.140 0.09
C -0.966192 -0.202798 -0.084216 -0.584 0.350 -0.322 -0.46
N 0.073958 -0.635588 0.799807 2.325 -0.311 0.184 0.17
H 1.034683 -0.537075 0.345569 -1.071 -0.131 0.982 0.13
H 3.110583 -0.293078 1.509897 0.378 0.406 -0.343 0.05
H 3.209895 1.012480 -1.473518 -0.224 0.656 -1.493 0.02
H -1.421787 0.653916 -2.090934 -0.461 -0.728 -0.335 0.11
H -0.502655 1.764728 -1.131041 1.188 -0.204 0.322 0.11
H -1.829427 1.621379 0.853587 0.360 -0.003 0.175 0.11
H -3.074467 0.646928 -0.121112 1.973 -0.200 0.854 0.15
H -1.556954 -2.017927 0.875054 0.135 -0.182 -0.337 0.14
H -0.356476 -2.351791 -0.486189 0.091 -0.032 -0.485 0.13
H 0.036686 -0.499901 1.828357 -0.074 -0.002 -1.013 0.20



Results for energy above the lowest of the compared OMol25 structures with the same formula, charge and spin: 0.0; 0.0; 33.5; 59.8; 78.8; 83.8 (in kcal/mol, following the order of the records).
Results for F_max: 6.1; 3.9; 4.4; 1.3; 3.5; 3.5 (in eV Å⁻¹, following the order of the records).
Results for calculated total energy: -1135.48517; -682.79664; -660.07038; -288.98770; -288.95735; -288.94940 (in Ha, following the order of the records).